This record from the OMol25 dataset describes C3H3FMgO3 as an isolated structure. The level of theory is ωB97M-V/def2-TZVPD.

The HOMO energy comes out at -7.909 eV. The value obtained for the maximum force is 2.542 eV Å⁻¹. The net charge is 0. For the total energy, the calculation gives -641.79911 a.u. The calculation puts the LUMO energy at -1.2091 eV. Its energy above the lowest of the compared OMol25 structures with the same formula, charge and spin is 0.0 kcal/mol.

The geometry in XYZ format:
```
11
C3H3FMgO3 (ωB97M-V/def2-TZVPD)
C 0.14 1.71 1.46
C 1.39 1.31 1.47
O -0.69 -3.44 -2.32
C -0.83 -2.27 -1.93
O 0.11 -1.35 -2.04
O -1.88 -1.85 -1.25
Mg -0.96 -0.15 -0.91
F -0.69 1.38 0.37
H -0.41 2.31 2.19
H 2.02 1.63 2.29
H 1.81 0.72 0.66
```

---

This record from the OMol25 dataset describes one molecule with the formula C3H3FN2. The level of theory is ωB97M-V/def2-TZVPD.

The HOMO energy comes out at -10.857 eV. Its structure (SMILES) is FC1N=CC=N1. The value obtained for the maximum force is 0.925 eV Å⁻¹. The net charge is 0. For the total energy, the calculation gives -325.45840 a.u. The calculation puts the LUMO energy at -0.3656 eV. Its energy above the lowest of the compared OMol25 structures with the same formula, charge and spin is 20.9 kcal/mol.

The geometry in XYZ format:
```
9
C3H3FN2 (ωB97M-V/def2-TZVPD)
F -2.27 0.00 0.16
C -1.04 0.00 -0.40
N -0.27 -1.17 -0.06
C 0.86 -0.74 0.33
C 0.86 0.74 0.33
N -0.27 1.17 -0.06
H -1.19 0.00 -1.50
H 1.67 -1.39 0.61
H 1.67 1.39 0.61
```

---

This record from the OMol25 dataset describes one molecule with the formula C3H3FN2O. The level of theory is ωB97M-V/def2-TZVPD.

The HOMO energy comes out at -7.565 eV. The value obtained for the maximum force is 3.699 eV Å⁻¹. The net charge is 0. For the total energy, the calculation gives -400.53666 a.u. The calculation puts the LUMO energy at 0.3248 eV. Its energy above the lowest of the compared OMol25 structures with the same formula, charge and spin is 132.1 kcal/mol.

The geometry in XYZ format:
```
10
C3H3FN2O (ωB97M-V/def2-TZVPD)
C 1.01 -0.26 -0.38
C 0.29 0.15 0.83
C 1.92 -1.12 -0.71
N -0.94 0.46 0.51
N -1.51 0.71 -0.61
O 2.57 -1.89 -1.28
F -2.79 1.01 -0.38
H 0.46 0.26 -1.22
H 0.53 0.18 1.90
H -1.54 0.51 1.34
```